21
Properties=species:S:1:pos:R:3:forces:R:3:nbo_charge:R:1 method="wB97M-V/def2-TZVPD" homo_ev=-18.6617 charge=+2 multiplicity=1 homo_lumo_gap_ev=12.1 relative_energy_kcal_mol=6.23
C 1.464259 -0.964515 0.858930 0.7 0.5 -0.6 -0.208
C 0.002574 -1.327023 0.651678 0.1 0.1 0.7 -0.481
C -0.974332 -0.187057 0.805612 0.0 -0.4 -0.1 -0.145
C -2.112121 -0.171367 0.148002 -0.1 0.5 -0.4 -0.056
N -3.137438 0.893665 0.377902 0.6 -0.7 -0.1 -0.682
N 2.135162 -0.550894 -0.460457 -0.6 0.0 0.8 -0.682
H 1.604805 -0.099939 1.509465 -0.1 -0.1 0.1 0.230
H 2.054540 -1.783356 1.256481 -0.1 -0.1 0.0 0.255
H -0.146597 -1.872398 -0.271170 -0.1 -0.1 -0.3 0.246
H -0.213766 -2.047447 1.447885 -0.1 0.0 0.0 0.286
H -0.775804 0.562845 1.555663 0.1 0.1 0.2 0.228
H -2.355805 -0.856585 -0.648107 -0.3 -0.1 0.0 0.246
H -3.488372 1.229882 -0.520366 -0.1 0.2 0.0 0.462
H -3.929397 0.503604 0.893270 -0.2 0.1 0.1 0.463
H -2.740648 1.673706 0.906543 -0.2 0.1 0.0 0.455
H 3.047741 -0.118001 -0.309387 0.1 -0.2 0.0 0.451
H 2.254862 -1.336433 -1.098259 0.0 -0.1 -0.1 0.449
H 1.554726 0.163176 -0.912858 0.2 0.1 -0.6 0.465
H 1.828522 2.293945 -2.819722 -0.1 -0.3 0.1 0.521
H 2.202018 2.247743 -1.346859 -0.1 0.2 -0.3 0.481
O 1.725068 1.746455 -2.024247 0.2 0.3 0.4 -0.985